This record from OMol25 describes a cluster of 7 separate species, C23H45F17NO7P in total in a non-equilibrium geometry. The level of theory is ωB97M-V/def2-TZVPD.

Positions of all 94 atoms, in Å:
1 N 4.98 -1.93 1.47
2 C 4.61 -1.99 0.13
3 O 3.98 -2.88 -0.32
4 C 5.10 -0.84 -0.74
5 C 4.33 -0.70 -2.05
6 P 2.90 0.58 -1.91
7 C 1.51 1.92 -1.77
8 F 2.03 3.03 -2.35
9 F 0.48 1.55 -2.56
10 C 1.06 2.37 -0.37
11 F 0.49 3.57 -0.46
12 F 2.15 2.57 0.36
13 C 0.17 1.39 0.43
14 F 0.86 0.30 0.68
15 F 0.00 1.97 1.61
16 C -1.25 1.10 -0.14
17 F -2.11 1.18 0.87
18 F -1.65 2.01 -1.00
19 C -1.46 -0.35 -0.69
20 F -1.50 -1.14 0.37
21 F -0.44 -0.76 -1.44
22 C -2.74 -0.50 -1.55
23 F -2.43 0.04 -2.74
24 F -3.74 0.19 -1.09
25 C -3.14 -1.96 -1.85
26 F -4.12 -1.88 -2.75
27 F -2.17 -2.66 -2.41
28 C -3.71 -2.78 -0.63
29 F -4.05 -2.02 0.38
30 F -2.84 -3.66 -0.24
31 F -4.76 -3.44 -1.02
32 H 4.93 -2.89 1.80
33 H 5.97 -1.67 1.50
34 H 5.11 0.09 -0.16
35 H 6.16 -1.05 -0.95
36 H 3.98 -1.66 -2.42
37 H 5.04 -0.27 -2.77
38 H 3.80 1.35 -1.13
39 H 2.93 0.78 -3.31
40 H 2.05 -0.46 -1.44
41 C 1.37 -1.96 -6.23
42 C 2.32 -0.95 -5.61
43 O 2.86 -1.44 -4.38
44 H 0.55 -2.18 -5.55
45 H 0.95 -1.57 -7.17
46 H 1.89 -2.90 -6.44
47 H 1.80 -0.02 -5.38
48 H 3.15 -0.72 -6.29
49 H 3.33 -2.26 -4.58
50 C -1.49 5.48 -3.28
51 C -0.66 6.61 -2.72
52 O -1.05 6.91 -1.38
53 H -2.55 5.74 -3.27
54 H -1.20 5.25 -4.31
55 H -1.37 4.58 -2.68
56 H -0.80 7.52 -3.31
57 H 0.40 6.36 -2.73
58 H -0.92 6.12 -0.85
59 C -4.51 -2.45 4.40
60 C -4.21 -1.00 4.73
61 O -3.11 -0.51 3.95
62 H -3.63 -3.07 4.59
63 H -5.34 -2.82 5.01
64 H -4.76 -2.57 3.35
65 H -3.94 -0.89 5.77
66 H -5.09 -0.37 4.53
67 H -3.35 -0.60 3.02
68 C -3.44 -5.89 7.11
69 C -3.69 -4.48 7.59
70 O -5.09 -4.21 7.64
71 H -3.87 -6.04 6.12
72 H -2.37 -6.10 7.06
73 H -3.90 -6.62 7.77
74 H -3.25 -3.76 6.91
75 H -3.27 -4.33 8.59
76 H -5.49 -4.84 8.25
77 C -4.56 6.58 -1.26
78 C -5.19 7.61 -2.19
79 O -6.54 7.27 -2.48
80 H -4.59 5.59 -1.72
81 H -3.52 6.84 -1.05
82 H -5.11 6.53 -0.32
83 H -4.65 7.65 -3.14
84 H -5.16 8.60 -1.74
85 H -7.03 7.25 -1.65
86 C 9.24 -4.17 2.35
87 C 7.99 -3.58 1.72
88 O 7.91 -2.18 1.97
89 H 9.24 -4.00 3.43
90 H 9.29 -5.25 2.17
91 H 10.14 -3.70 1.95
92 H 7.10 -4.04 2.14
93 H 7.99 -3.75 0.64
94 H 8.69 -1.77 1.59

Output
HOMO-LUMO gap: 0.3395 Ha
Spin multiplicity: 1
Calculated total energy: -3523.741168 a.u.
E_HOMO: -8.745 eV

This record from OMol25 describes a structure of composition C46H65CsF5N4PS2 in a non-equilibrium geometry. The level of theory is ωB97M-V/def2-TZVPD.

Positions of all 124 atoms, in Å:
1 Cs 0.91 -0.15 0.09
2 C 0.98 -3.12 2.28
3 C 0.05 -3.89 1.55
4 C 0.69 -4.15 0.29
5 C 1.97 -3.54 0.33
6 C 2.19 -2.97 1.58
7 C 3.50 -2.42 2.15
8 C 3.97 -3.52 3.13
9 C 4.49 -2.29 0.97
10 C 3.41 -1.08 2.97
11 C 0.31 -5.01 -0.91
12 C -1.17 -4.80 -1.33
13 C 1.16 -4.61 -2.13
14 C 0.52 -6.55 -0.65
15 C -1.25 -4.38 2.22
16 C -2.50 -3.60 1.73
17 C -1.40 -5.91 2.07
18 C -1.09 -4.15 3.73
19 H 0.74 -2.74 3.26
20 H 2.68 -3.59 -0.52
21 H 4.10 -4.46 2.61
22 H 3.24 -3.67 3.93
23 H 4.94 -3.26 3.57
24 H 4.60 -3.25 0.46
25 H 5.47 -1.96 1.34
26 H 4.12 -1.54 0.25
27 H 2.52 -1.07 3.60
28 H 3.34 -0.24 2.27
29 H 4.38 -0.94 3.50
30 H -1.40 -3.73 -1.46
31 H -1.93 -5.18 -0.58
32 H -1.33 -5.28 -2.30
33 H 1.04 -3.54 -2.39
34 H 0.86 -5.19 -3.03
35 H 2.22 -4.79 -1.98
36 H -0.16 -6.97 0.09
37 H 1.54 -6.71 -0.31
38 H 0.35 -7.07 -1.61
39 H -2.72 -3.82 0.68
40 H -2.36 -2.52 1.83
41 H -3.35 -3.89 2.34
42 H -1.67 -6.22 1.05
43 H -2.20 -6.30 2.74
44 H -0.45 -6.41 2.32
45 H -1.12 -3.08 3.98
46 H -0.14 -4.56 4.11
47 H -1.91 -4.61 4.29
48 N 3.68 -0.83 -3.18
49 N 2.83 0.26 -3.43
50 C 2.14 0.35 -4.63
51 N 1.52 1.56 -4.87
52 S 2.02 -0.95 -5.64
53 H 4.65 -0.53 -3.30
54 H 3.44 -1.52 -3.91
55 H 2.84 0.99 -2.71
56 H 1.93 2.37 -4.38
57 H 1.18 1.69 -5.80
58 C -2.44 2.81 -4.91
59 C -3.02 3.02 -3.50
60 C -2.82 4.49 -3.14
61 P -2.26 1.93 -2.09
62 C -2.88 0.27 -2.82
63 C -2.43 -0.93 -1.95
64 C -4.38 0.14 -3.16
65 C -3.40 2.21 -0.69
66 C -4.75 2.43 -0.95
67 C -5.63 2.82 0.04
68 C -7.04 3.12 -0.40
69 C -5.20 2.91 1.37
70 C -3.89 2.67 1.69
71 C -2.95 2.26 0.68
72 N -1.64 1.97 0.99
73 C -1.01 2.67 2.02
74 C -0.35 3.91 1.70
75 C -0.79 4.75 0.56
76 C 0.76 4.29 2.46
77 C 1.13 3.62 3.66
78 C 2.28 4.08 4.46
79 C 0.37 2.52 4.03
80 C -0.70 2.07 3.28
81 C -1.45 0.94 3.84
82 H -2.75 3.67 -5.53
83 H -2.80 1.85 -5.38
84 H -1.34 2.71 -4.88
85 H -4.11 2.83 -3.54
86 H -1.75 4.71 -3.09
87 H -3.30 4.79 -2.20
88 H -3.23 5.11 -3.96
89 H -2.32 0.20 -3.76
90 H -2.47 -0.69 -0.85
91 H -1.37 -1.13 -2.14
92 H -3.03 -1.82 -2.15
93 H -4.98 0.32 -2.26
94 H -4.51 -0.90 -3.50
95 H -4.70 0.80 -3.97
96 H -5.11 2.35 -1.95
97 H -7.62 2.20 -0.40
98 H -7.06 3.50 -1.41
99 H -7.48 3.87 0.27
100 H -5.89 3.26 2.16
101 H -3.53 2.73 2.72
102 H -1.04 4.15 -0.32
103 H -0.02 5.51 0.30
104 H -1.71 5.31 0.82
105 H 1.33 5.13 2.10
106 H 2.02 4.87 5.13
107 H 3.09 4.44 3.82
108 H 2.68 3.25 5.09
109 H 0.57 2.00 4.97
110 H -1.68 1.16 4.90
111 H -0.86 0.02 3.84
112 H -2.35 0.79 3.26
113 F 7.79 4.32 0.07
114 C 6.58 3.90 -0.24
115 C 6.25 3.79 -1.60
116 F 7.14 4.10 -2.55
117 C 4.97 3.44 -1.92
118 F 4.72 3.31 -3.25
119 C 3.95 3.08 -0.98
120 S 2.33 2.85 -1.47
121 C 4.40 3.05 0.35
122 F 3.58 2.45 1.29
123 C 5.68 3.49 0.73
124 F 6.01 3.60 2.06

Output
HOMO-LUMO gap: 0.1999 Ha
Relative energy (zero: lowest compared OMol25 entry of this formula, charge and spin): 0.0 kcal per mole
Spin multiplicity: 1
Calculated total energy: -3668.054471 a.u.
E_HOMO: -1.783 eV
Net charge: -2

This record from OMol25 describes a cluster of 8 separate species, C10H13Cl21IO7PS2 in total in a non-equilibrium geometry. The level of theory is ωB97M-V/def2-TZVPD.

Positions of all 55 atoms, in Å:
1 O -1.40 -3.82 3.57
2 S -1.47 -2.81 2.40
3 O -1.41 -3.61 1.08
4 C -0.24 -1.40 2.53
5 C 1.28 -1.74 2.00
6 O 1.84 -0.36 1.86
7 S 1.91 0.08 0.18
8 O 0.46 0.12 -0.35
9 O 2.88 1.26 -0.20
10 O 2.39 -1.52 -0.33
11 C 1.52 -2.39 0.52
12 P 2.47 -4.09 0.65
13 O 2.06 -5.10 -0.75
14 I 1.57 -5.40 2.58
15 H -2.76 -2.20 2.43
16 H -0.13 -1.16 3.70
17 H -0.69 -0.41 2.06
18 H 2.06 -2.26 2.70
19 H 0.59 -2.52 -0.19
20 H 1.10 -4.88 -0.97
21 Cl -3.69 2.38 -2.11
22 C -2.31 1.89 -1.12
23 Cl -1.00 3.08 -1.24
24 Cl -2.80 1.67 0.57
25 H -1.94 0.93 -1.49
26 Cl 4.30 -7.81 -0.79
27 C 5.05 -6.49 -1.71
28 Cl 6.52 -5.93 -0.91
29 Cl 5.40 -7.02 -3.37
30 H 4.34 -5.66 -1.76
31 Cl 1.12 6.77 -2.47
32 C -0.35 6.20 -3.27
33 Cl -1.65 7.40 -3.14
34 Cl -0.03 5.83 -4.97
35 H -0.68 5.28 -2.78
36 Cl -6.39 6.27 0.85
37 C -5.09 5.25 0.19
38 Cl -4.10 6.17 -0.95
39 Cl -4.09 4.60 1.50
40 H -5.55 4.42 -0.35
41 Cl 7.01 -2.58 0.72
42 C 8.63 -2.86 0.04
43 Cl 9.84 -1.92 0.93
44 Cl 9.03 -4.59 0.08
45 H 8.63 -2.53 -1.00
46 Cl -5.17 9.25 -0.30
47 C -4.42 10.56 -1.22
48 Cl -2.95 11.13 -0.42
49 Cl -4.07 10.04 -2.88
50 H -5.13 11.40 -1.27
51 Cl -4.16 -6.06 0.15
52 C -4.41 -5.72 1.87
53 Cl -5.95 -4.88 2.13
54 Cl -4.34 -7.21 2.82
55 H -3.60 -5.06 2.21

Output
HOMO-LUMO gap: 0.3049 Ha
Relative energy (zero: lowest compared OMol25 entry of this formula, charge and spin): 69.6 kcal per mole
Spin multiplicity: 1
Calculated total energy: -12014.745539 a.u.
E_HOMO: -9.557 eV

This record from OMol25 describes a structure of composition C27H31BrGeMgN7O2. The level of theory is ωB97M-V/def2-TZVPD.

Positions of all 70 atoms, in Å:
1 Mg -0.14 0.17 0.37
2 O -0.05 0.42 4.77
3 C 1.20 -0.07 4.91
4 C 1.81 0.04 6.16
5 C 3.09 -0.44 6.37
6 C 3.78 -1.04 5.32
7 C 3.18 -1.15 4.08
8 C 1.89 -0.68 3.84
9 C 1.26 -0.79 2.50
10 O 0.10 -0.14 2.33
11 N 1.88 -1.43 1.56
12 N 1.22 -1.30 0.34
13 C 1.71 -2.04 -0.68
14 C 1.19 -2.03 -1.94
15 C 1.60 -2.99 -2.96
16 C 0.79 -3.33 -3.98
17 C -0.51 -2.68 -4.10
18 C -0.74 -1.60 -3.32
19 N 0.12 -1.15 -2.36
20 H -0.25 0.29 3.80
21 H 1.25 0.52 6.96
22 H 3.55 -0.35 7.35
23 H 4.79 -1.42 5.47
24 H 3.70 -1.61 3.25
25 H 2.55 -2.70 -0.49
26 H 2.56 -3.47 -2.83
27 H 1.09 -4.08 -4.70
28 H -1.24 -2.97 -4.84
29 H -1.63 -1.00 -3.45
30 C -3.21 -3.87 -1.61
31 C -3.26 -2.56 -0.88
32 C -4.44 -1.85 -0.68
33 C -4.44 -0.63 -0.01
34 C -3.21 -0.17 0.41
35 Br -3.05 1.51 1.31
36 N -2.08 -0.80 0.21
37 C -2.09 -1.99 -0.40
38 H -4.19 -4.33 -1.68
39 H -2.53 -4.57 -1.11
40 H -2.81 -3.73 -2.61
41 H -5.38 -2.26 -1.04
42 H -5.34 -0.07 0.16
43 H -1.12 -2.47 -0.51
44 N 1.14 4.97 2.92
45 C 1.56 3.86 2.22
46 C 0.67 3.10 1.44
47 N 1.08 2.04 0.77
48 C 2.37 1.70 0.84
49 C 3.24 2.47 1.60
50 N 2.84 3.54 2.28
51 H 0.18 4.94 3.23
52 H 1.78 5.23 3.65
53 H -0.38 3.36 1.38
54 H 2.67 0.80 0.33
55 H 4.29 2.19 1.67
56 C -0.28 1.56 -4.89
57 Ge -0.80 1.55 -2.99
58 C -2.77 1.44 -2.97
59 C -0.38 3.31 -2.24
60 C 0.03 0.25 -1.86
61 H -0.90 2.23 -5.49
62 H -0.35 0.55 -5.30
63 H 0.76 1.88 -4.98
64 H -3.20 2.37 -3.37
65 H -3.13 1.31 -1.95
66 H -3.14 0.61 -3.57
67 H -0.73 4.10 -2.91
68 H 0.69 3.43 -2.08
69 H -0.89 3.44 -1.28
70 H 1.08 0.59 -1.77

Output
HOMO-LUMO gap: 0.1562 Ha
Relative energy (zero: lowest compared OMol25 entry of this formula, charge and spin): 0.0 kcal per mole
Spin multiplicity: 1
Calculated total energy: -6432.370280 a.u.
E_HOMO: -1.961 eV
Net charge: -1